Record 1
Entry from the OMol25 dataset: a structure of composition C11H14N2O3S2 in a non-equilibrium geometry (ωB97M-V with the def2-TZVPD basis set).

Summary:
Highest occupied orbital energy: -9.15 eV
2S+1: 1

The geometry in XYZ format:
```
32
Properties=species:S:1:pos:R:3:forces:R:3
C -2.462 -0.347 1.943 2.5421 -0.6197 -6.4031
H -3.266 0.083 2.261 -4.8987 2.2505 1.9532
H -2.362 -1.323 2.041 -0.2872 -4.7363 1.4347
H -1.603 0.066 2.334 1.8305 1.3929 0.4599
C -2.422 -0.272 0.199 -5.1985 8.3083 5.8711
C -1.270 -0.816 -0.167 7.5518 -3.3177 -1.7035
C -0.170 -1.345 0.529 -0.8191 1.4623 -6.8277
C 0.702 -1.573 -0.868 -5.1436 1.5175 4.7379
N 0.056 -1.318 -1.973 4.6071 -1.4748 1.5323
O -1.061 -0.860 -1.562 -5.8764 1.6706 1.5035
N 1.932 -1.924 -0.663 2.2505 -4.0637 -4.2810
S 2.961 -1.357 0.326 7.9486 -4.8285 6.3740
O 4.372 -2.152 -0.027 -6.0825 3.9170 0.6682
O 2.564 -1.553 1.779 0.3241 1.1474 -4.3770
C 2.994 0.254 -0.093 -11.0041 -7.2822 12.9169
C 3.674 0.894 -0.774 9.8514 4.5170 -9.7743
C 3.419 2.124 -0.954 -2.5191 12.9213 -2.4532
C 2.339 2.567 -0.074 4.0078 8.4063 -6.2868
S 1.955 1.395 0.731 -4.5580 -8.7726 6.8061
H 1.880 3.625 0.087 1.0877 -2.2040 -0.5609
H 3.805 2.972 -1.773 -0.5677 -2.9322 2.3888
H 4.400 0.540 -1.312 4.2015 -2.4918 -2.9788
H 2.398 -2.216 -1.522 0.3629 -0.3163 0.2334
H 0.117 -1.270 1.566 0.1407 -0.4445 -0.2707
C -3.685 -0.507 -0.582 -0.3214 -2.3789 17.5837
H -4.499 -0.172 0.025 -0.8530 1.0921 -0.9103
H -3.613 -0.708 -1.416 0.8084 -1.9026 -15.2950
H -3.720 -1.584 -0.180 -0.8921 0.2941 -0.7958
C -2.437 1.378 0.189 7.6509 -1.4747 -4.3913
H -2.268 1.562 -0.920 -0.4374 -0.0118 0.7285
H -1.461 1.944 0.502 -1.8058 -1.2496 0.4771
H -3.268 1.890 0.349 -3.9013 1.6046 1.6403
```
Forces are in eV/Å.

Atom charges from the natural (NBO) analysis, given in e for atoms 1 to 4: C -0.531; H 0.195; H 0.196; H 0.203

Record 2
Entry from the OMol25 dataset: a cluster of 6 separate species, CH14O6 in total in a non-equilibrium geometry (ωB97M-V with the def2-TZVPD basis set).

Summary:
Highest occupied orbital energy: -10.00 eV
SMILES: CO.O.O.O.O.O
2S+1: 1

The geometry in XYZ format:
```
21
Properties=species:S:1:pos:R:3:forces:R:3
C -1.373 -2.425 1.251 -1.4616 0.9121 -1.5506
O -0.628 -1.533 0.431 0.6972 -0.7008 -0.5409
H -1.878 -1.843 2.028 0.9565 -0.6382 0.9517
H -0.743 -3.297 1.376 0.0579 0.1693 1.1086
H -2.276 -2.805 0.737 0.3232 -0.0437 -0.4403
H -0.969 -0.644 0.416 -0.6683 0.4244 0.2359
O -1.832 1.309 0.022 -0.0922 0.9255 0.6042
H -2.259 2.012 0.547 -0.0818 -0.6323 -0.2009
H -1.133 1.819 -0.437 0.3302 -0.5031 -0.1850
O 0.585 1.950 -1.102 -0.1084 0.1312 0.1999
H 1.197 1.254 -0.820 0.3641 0.0414 0.4489
H 0.414 1.656 -1.992 -0.2645 -0.0613 -0.8666
O 3.013 0.566 -0.555 -0.0767 0.0075 -0.8653
H 3.198 1.313 0.003 0.1032 0.5291 0.4027
H 3.076 -0.187 0.021 -0.0756 -0.5876 0.4462
O 0.903 0.898 1.663 0.1788 0.1354 0.3246
H 0.013 1.133 1.389 -0.3263 -0.0837 -0.3324
H 1.078 1.533 2.363 0.1801 0.0111 0.1366
O 0.141 -0.694 -2.667 0.1688 0.1428 0.3772
H -0.680 -1.093 -2.947 -0.3541 -0.1076 -0.3221
H 0.154 -0.921 -1.727 0.1497 -0.0716 0.0677
```
Forces are in eV/Å.

Atom charges from the natural (NBO) analysis, given in e for atoms 1 to 4: C -0.250; O -0.765; H 0.178; H 0.194

Record 3
Entry from the OMol25 dataset: an isolated molecule of C4H4Cl2 in a non-equilibrium geometry (ωB97M-V with the def2-TZVPD basis set).

Summary:
Highest occupied orbital energy: -10.23 eV
SMILES: Cl[C@H]1C=C[C@@H]1Cl
2S+1: 1

The geometry in XYZ format:
```
10
Properties=species:S:1:pos:R:3:forces:R:3
Cl -2.100 1.298 -0.112 -0.2813 0.1118 -0.0286
C -0.660 0.520 0.530 1.9620 -0.0408 -1.3687
C -0.561 -0.968 0.374 0.0915 0.1164 -0.1858
C 0.538 -0.978 -0.378 -0.0593 0.1416 0.1997
C 0.676 0.510 -0.514 -1.9937 -0.0890 1.2748
Cl 2.143 1.248 0.107 0.2866 0.1136 0.0648
H -0.426 0.934 1.507 0.0167 0.0267 -0.0550
H -1.212 -1.735 0.748 -0.1200 -0.2278 0.0903
H 1.164 -1.757 -0.772 0.0922 -0.2086 -0.0724
H 0.437 0.928 -1.489 0.0053 0.0562 0.0810
```
Forces are in eV/Å.

Atom charges from the natural (NBO) analysis, given in e for atoms 1 to 4: Cl -0.040; C -0.227; C -0.180; C -0.178